{
  "formula": "C5H8N",
  "method": "ωB97M-V with the def2-TZVPD basis set",
  "smiles": "C=[N+]1[C@@H]2C[C@@]21C",
  "max_force_ev_per_a": 3.67,
  "relative_energy_kj_mol": 394.7,
  "homo_energy_ev": -15.312,
  "e_lumo_ha": -0.16419,
  "total_charge": 1,
  "orbital_gap_ev": 10.844,
  "spin_multiplicity": 1,
  "elements": ["C", "N", "C", "C", "C", "C", "H", "H", "H", "H", "H", "H", "H", "H"],
  "xyz": [[2.1867, 0.3096, 0.2020], [0.9436, -0.0335, 0.1828], [-0.0152, -1.1822, 0.5439], [-0.5738, -1.2075, -0.8744], [-0.4884, 0.1136, -0.0219], [-1.3183, 1.2872, 0.1428], [2.5520, 1.2256, -0.2707], [2.8729, -0.4104, 0.5363], [0.0158, -1.5621, 1.5599], [0.0973, -1.5131, -1.6831], [-1.5711, -1.6848, -0.9986], [-2.1980, 0.7403, 0.5026], [-1.5369, 1.9882, -0.7636], [-0.9668, 1.9292, 0.9421]],
  "forces_ev_per_angstrom": [[-2.493, 0.160, -1.064], [0.527, -1.001, 0.300], [1.035, 1.999, -0.350], [-0.486, -0.531, 1.304], [2.292, -1.036, -2.669], [-1.453, 1.025, -0.411], [-0.473, -0.023, 0.414], [0.880, -0.796, 0.665], [-0.244, -0.408, -0.386], [-0.005, 0.704, 0.252], [0.603, 0.751, 0.465], [-0.744, 1.039, -0.154], [0.475, -1.838, 1.368], [0.087, -0.046, 0.266]],
  "mulliken_charge": [-0.127, -0.061, -0.284, -0.604, 0.659, -0.994, 0.277, 0.292, 0.398, 0.234, 0.266, 0.302, 0.284, 0.358]
}

---

{
  "formula": "C5H8N",
  "method": "ωB97M-V with the def2-TZVPD basis set",
  "smiles": "C1CC1=[N+]1CC1",
  "max_force_ev_per_a": 5.82,
  "relative_energy_kj_mol": 397.4,
  "homo_energy_ev": -15.963,
  "e_lumo_ha": -0.16164,
  "total_charge": 1,
  "orbital_gap_ev": 11.565,
  "spin_multiplicity": 1,
  "elements": ["C", "C", "C", "N", "C", "C", "H", "H", "H", "H", "H", "H", "H", "H"],
  "xyz": [[1.4453, -1.4072, 0.2806], [0.6822, -1.5980, -1.0482], [0.2571, -0.5697, -0.0820], [-0.4274, 0.4440, 0.1583], [-1.2011, 1.5001, -0.3908], [-0.8110, 1.5389, 1.0059], [1.3287, -2.2745, 0.8491], [2.3434, -0.8628, 0.6268], [1.1495, -1.3077, -1.9938], [0.0420, -2.4509, -1.0656], [-2.2929, 1.4422, -0.7042], [-0.6787, 2.2380, -0.9460], [-0.1179, 2.0882, 1.5749], [-1.7192, 1.2194, 1.7351]],
  "forces_ev_per_angstrom": [[-1.111, 1.308, 0.391], [1.176, 2.207, -0.598], [1.570, -2.090, -0.009], [-0.119, 0.185, -0.178], [-2.277, 1.627, -1.451], [-3.626, -2.322, 3.916], [-0.492, -1.029, 1.330], [-0.252, -0.203, -1.252], [-0.452, -0.025, 0.172], [-0.132, -0.657, 0.018], [1.583, -0.559, 0.637], [0.714, 0.013, -1.113], [1.123, 0.991, -0.218], [2.295, 0.552, -1.645]],
  "mulliken_charge": [-0.591, -0.430, 0.489, 0.122, -0.421, -0.329, 0.265, 0.281, 0.262, 0.248, 0.251, 0.289, 0.324, 0.242]
}

---

{
  "formula": "C5H8N",
  "method": "ωB97M-V with the def2-TZVPD basis set",
  "max_force_ev_per_a": 4.64,
  "relative_energy_kj_mol": 641.0,
  "homo_energy_ev": -12.818,
  "e_lumo_ha": -0.17700,
  "total_charge": 1,
  "orbital_gap_ev": 8.002,
  "spin_multiplicity": 1,
  "elements": ["C", "C", "C", "C", "C", "N", "H", "H", "H", "H", "H", "H", "H", "H"],
  "xyz": [[1.8990, -0.1802, 0.1350], [2.4077, 0.9643, 0.0424], [-0.2661, -0.9593, 0.2368], [-0.7963, 0.4459, 0.0353], [-2.2254, 0.5930, -0.0498], [1.1966, -1.1914, -0.1257], [2.9243, 1.3757, 0.8049], [2.2286, 1.6284, -0.9233], [-0.5165, -0.9363, 1.2517], [-0.7838, -1.8122, -0.3094], [-2.5976, 1.2911, 0.7858], [-2.8942, -0.2791, -0.2472], [-2.2714, 1.1018, -1.1061], [1.6951, -2.0417, -0.5304]],
  "forces_ev_per_angstrom": [[-0.323, -1.339, -2.184], [-0.778, 1.859, -3.262], [-2.010, -0.723, -4.122], [1.767, -1.217, 0.048], [-1.274, 0.379, -1.170], [0.840, 0.582, 1.328], [1.756, 1.463, 2.383], [0.329, -1.726, 2.023], [0.172, -0.821, 2.241], [0.187, 0.973, 0.914], [0.380, -0.680, -1.658], [0.455, 0.177, 0.870], [-0.010, 0.000, 1.843], [-1.490, 1.075, 0.747]],
  "mulliken_charge": [0.415, -0.469, -0.237, -0.339, -0.813, -0.111, 0.305, 0.268, 0.245, 0.436, 0.311, 0.324, 0.293, 0.371]
}

---

{
  "formula": "C5H8N2",
  "method": "ωB97M-V with the def2-TZVPD basis set",
  "max_force_ev_per_a": 2.32,
  "relative_energy_kj_mol": 521.0,
  "homo_energy_ev": [-8.935, -8.707],
  "e_lumo_ha": [-0.03314, -0.02626],
  "total_charge": 0,
  "orbital_gap_ev": [8.033, 7.993],
  "spin_multiplicity": 1,
  "elements": ["C", "C", "C", "N", "C", "C", "N", "H", "H", "H", "H", "H", "H", "H", "H"],
  "xyz": [[0.9867, -1.0230, 0.4232], [0.1518, -0.1834, -0.4201], [0.7562, 0.5275, -1.6231], [-1.2907, -0.4880, -0.4943], [-0.9234, 0.6220, 0.3388], [-0.8992, 0.4724, 1.8311], [-1.7673, 0.8327, 2.5484], [0.3490, -0.1959, 2.0334], [2.0495, -1.1291, 0.1460], [0.5946, -1.8871, 0.9375], [0.9508, -0.1594, -2.4510], [0.0637, 1.2956, -1.9817], [1.6965, 1.0208, -1.3490], [-1.4766, -1.3145, 0.0655], [-1.2416, 1.6095, -0.0047]],
  "forces_ev_per_angstrom": [[0.412, 0.114, 0.236], [-0.179, 0.810, 0.310], [-0.054, -0.094, 0.067], [-0.147, -0.396, -0.173], [0.475, 0.241, -0.157], [1.773, -0.801, -1.258], [-0.306, 0.097, 1.214], [-1.123, 0.412, -0.558], [-0.540, 0.372, 0.455], [-0.215, -0.150, -0.223], [-0.012, -0.002, 0.124], [0.114, -0.168, 0.037], [-0.179, -0.129, 0.000], [-0.090, 0.006, -0.040], [0.071, -0.311, -0.035]],
  "mulliken_charge": [-1.492, 1.479, -1.312, -0.607, -0.269, -0.011, -0.483, 0.256, 0.315, 0.429, 0.298, 0.356, 0.353, 0.332, 0.357]
}